Here is a cluster of 6 separate species, C36H83B2I2O4 in total in a non-equilibrium geometry from the OMol25 dataset. Energies are from wB97M-V/def2-TZVPD.

Each line ends with the Löwdin charge.
Atoms and positions in Å:
C 1.63 -0.61 -0.67  -0.11
O 1.12 0.24 -1.78  -0.10
B -0.31 -0.04 -2.03  -0.44
O -0.83 -1.44 -1.88  0.00
B -1.43 1.10 -2.50  -1.24
I -1.70 0.99 -4.68  0.75
O -1.45 2.41 -1.82  -0.12
C -2.64 2.56 -0.92  -0.11
C -3.69 1.38 -1.43  -0.28
C -4.70 0.68 -0.34  -0.14
C -4.73 -0.96 -0.37  -0.27
C -5.89 -1.58 -1.40  -0.67
I -5.46 -1.20 -3.52  0.72
O -2.70 0.46 -2.01  -0.24
H 2.46 0.04 -0.10  0.10
H 2.07 -1.64 -1.02  0.10
H 0.77 -0.86 0.10  0.10
H -1.13 -1.55 -0.93  0.10
H -3.11 3.65 -0.91  0.13
H -2.22 2.20 0.13  0.13
H -4.32 1.74 -2.35  0.13
H -4.34 1.01 0.72  0.10
H -5.78 1.08 -0.57  0.12
H -5.07 -1.32 0.71  0.10
H -3.70 -1.48 -0.59  0.11
H -5.97 -2.72 -1.13  0.04
H -6.91 -1.09 -1.02  0.06
C -5.61 3.88 2.57  -0.11
C -4.20 4.39 2.26  -0.26
C -3.22 4.19 3.42  -0.22
C -3.57 4.94 4.71  -0.23
C -3.71 6.46 4.57  -0.28
C -2.42 7.14 4.13  -0.12
H -6.06 4.43 3.41  0.06
H -6.25 4.02 1.70  0.07
H -5.59 2.82 2.82  0.07
H -4.25 5.44 1.98  0.10
H -3.82 3.85 1.39  0.08
H -2.22 4.48 3.09  0.10
H -3.16 3.12 3.65  0.11
H -2.79 4.72 5.46  0.11
H -4.50 4.54 5.13  0.10
H -4.00 6.87 5.54  0.10
H -4.51 6.71 3.87  0.10
H -1.61 6.94 4.84  0.07
H -2.57 8.22 4.08  0.07
H -2.11 6.80 3.14  0.07
C -6.97 -7.99 2.55  -0.12
C -7.45 -7.10 1.42  -0.28
C -6.45 -6.00 1.04  -0.23
C -6.14 -4.99 2.15  -0.23
C -7.35 -4.24 2.71  -0.27
C -8.06 -3.38 1.67  -0.11
H -6.83 -7.42 3.48  0.06
H -7.70 -8.77 2.75  0.07
H -6.02 -8.47 2.29  0.08
H -8.42 -6.66 1.68  0.10
H -7.62 -7.72 0.53  0.10
H -6.82 -5.47 0.16  0.10
H -5.51 -6.47 0.73  0.11
H -5.42 -4.26 1.76  0.11
H -5.63 -5.50 2.98  0.10
H -7.01 -3.59 3.52  0.10
H -8.06 -4.94 3.16  0.10
H -7.38 -2.64 1.24  0.06
H -8.89 -2.85 2.13  0.07
H -8.47 -3.99 0.86  0.07
C 5.75 -5.43 -2.41  -0.12
C 5.27 -4.54 -3.54  -0.27
C 6.27 -3.45 -3.92  -0.23
C 6.58 -2.44 -2.81  -0.23
C 5.36 -1.69 -2.25  -0.27
C 4.66 -0.83 -3.29  -0.10
H 5.89 -4.87 -1.48  0.06
H 5.01 -6.22 -2.21  0.07
H 6.70 -5.92 -2.67  0.07
H 4.30 -4.10 -3.28  0.10
H 5.09 -5.17 -4.43  0.10
H 5.89 -2.92 -4.80  0.10
H 7.21 -3.92 -4.23  0.11
H 7.30 -1.70 -3.20  0.11
H 7.09 -2.94 -1.99  0.10
H 5.71 -1.03 -1.44  0.09
H 4.65 -2.39 -1.80  0.09
H 5.34 -0.09 -3.72  0.08
H 3.82 -0.29 -2.83  0.06
H 4.25 -1.44 -4.10  0.07
C 2.42 2.60 -5.14  -0.11
C 2.49 2.87 -3.64  -0.26
C 1.58 4.02 -3.19  -0.21
C 1.91 5.39 -3.79  -0.23
C 3.34 5.89 -3.53  -0.28
C 3.65 6.09 -2.06  -0.12
H 2.76 3.46 -5.72  0.06
H 3.06 1.75 -5.40  0.06
H 1.40 2.36 -5.44  0.05
H 3.53 3.07 -3.35  0.09
H 2.19 1.96 -3.11  0.09
H 1.61 4.08 -2.10  0.11
H 0.54 3.77 -3.45  0.11
H 1.20 6.12 -3.39  0.11
H 1.74 5.37 -4.87  0.10
H 3.47 6.85 -4.05  0.10
H 4.07 5.20 -3.97  0.10
H 2.95 6.81 -1.61  0.07
H 4.66 6.48 -1.94  0.06
H 3.58 5.15 -1.50  0.07
C 4.33 -2.62 2.21  -0.11
C 4.61 -1.20 2.66  -0.27
C 5.68 -0.50 1.82  -0.22
C 7.07 -1.14 1.87  -0.23
C 7.69 -1.26 3.26  -0.28
C 7.92 0.08 3.94  -0.12
H 5.21 -3.26 2.32  0.06
H 3.53 -3.06 2.83  0.07
H 4.01 -2.65 1.17  0.07
H 4.89 -1.19 3.72  0.10
H 3.68 -0.62 2.58  0.10
H 5.75 0.55 2.14  0.10
H 5.35 -0.47 0.77  0.09
H 7.75 -0.55 1.23  0.11
H 7.03 -2.14 1.41  0.10
H 8.65 -1.78 3.17  0.10
H 7.06 -1.90 3.90  0.10
H 8.58 0.71 3.34  0.07
H 8.39 -0.07 4.92  0.07
H 6.98 0.61 4.10  0.07

Electronic energy: -2367.6177 Ha
Energy above the lowest of the compared OMol25 structures with the same formula, charge and spin: 95.6 kcal per mole
Charge: -1
2S+1: 1
Gap between HOMO and LUMO: 6.7 eV